1.
This record from OMol25 describes 9 unconnected molecules or ions with the total composition C4H27NO8 at a distorted geometry. The level of theory is the ωB97M-V functional and the def2-TZVPD basis.

**LUMO (spin up / spin down)**: 0.0968 / 0.0951 hartree
**Frontier orbital gap (spin up / spin down)**: 2.31 / 8.68 eV
**F_max**: 5.49 eV/A
**Highest occupied orbital energy (spin up / spin down)**: 0.32 / -6.09 eV
**DFT total energy**: -825.1564 a.u.

Geometry as ORCA input:
```
! wB97M-V def2-TZVPD RIJCOSX def2/J DEFGRID3
* xyz -1 2
C 1.9617 -1.9351 1.3385
N 0.6036 -1.4796 1.1985
C -0.0081 -1.1075 2.5116
C -1.0785 -0.1083 2.3050
C 2.7521 -1.8144 0.0290
H 2.4262 -1.2847 2.0808
H 2.0320 -2.9362 1.6901
H 0.3969 -0.6882 0.5775
H -0.6048 -2.0482 2.8531
H 0.7722 -0.7656 3.2318
H -1.6597 -0.3658 1.5472
H -1.6908 0.0005 3.0926
H -0.6951 0.8186 2.2223
H 2.4050 -2.2520 -0.8144
H 3.5612 -2.4073 0.0426
H 3.1272 -0.8170 0.0079
H -3.0150 0.1374 -3.0566
H -1.9088 -0.6759 -2.4239
O -2.1453 -0.2864 -3.2905
H 1.2462 0.3583 -3.9159
H -0.0072 0.1144 -2.8776
O 0.8984 0.3188 -3.0010
H -0.6346 -1.8829 -0.5950
H -1.4281 -2.7125 0.2324
O -1.5046 -2.3023 -0.7111
H 3.7327 0.1857 2.3860
H 3.2680 1.6525 2.7206
O 3.2891 0.9449 1.9859
H -1.5848 2.8074 -2.4946
H -0.3013 2.5754 -1.8061
O -1.0632 3.2391 -1.8413
H 1.6829 0.9719 0.8319
H 1.6439 1.8535 -0.2753
O 1.0794 1.5074 0.4397
H -2.4826 0.4564 -0.0993
H -2.9011 -1.0242 -0.3688
O -3.0123 -0.1362 -0.7468
H -0.5482 2.2097 0.8777
H -1.6753 2.7180 0.0429
O -1.4346 2.1084 0.7645
*
```

---

2.
This record from OMol25 describes 10 unconnected molecules or ions with the total composition C4H28N2O10 at a distorted geometry. The level of theory is the ωB97M-V functional and the def2-TZVPD basis.

**LUMO**: 0.0130 hartree
**Frontier orbital gap**: 10.29 eV
**F_max**: 4.69 eV/A
**Highest occupied orbital energy**: -9.93 eV
**DFT total energy**: -1031.1909 a.u.
**Energy relative to the best compared isomer or geometry (same formula, charge and spin)**: 8.24 kcal/mol

Geometry as ORCA input:
```
! wB97M-V def2-TZVPD RIJCOSX def2/J DEFGRID3
* xyz 0 1
C -2.7486 -1.4425 -1.1541
C -2.6303 -1.4846 0.3454
C -1.6383 -0.4354 0.8770
N -0.2174 -0.8499 0.6500
C 0.5389 -1.4738 1.6049
N 0.1634 -1.4731 2.9445
O 1.5853 -2.0324 1.2522
H -1.7578 -1.7032 -1.7316
H -3.4866 -2.1372 -1.5267
H -3.0733 -0.4742 -1.4707
H -2.3157 -2.4648 0.7014
H -3.6227 -1.3183 0.8036
H -1.7591 0.5499 0.3750
H -1.8506 -0.2519 1.9747
H 0.0591 -0.9715 -0.3247
H -0.2916 -0.6454 3.3126
H 0.8494 -1.8317 3.5807
O 2.0361 2.5750 -1.2681
H 1.6822 1.9252 -1.9117
H 2.9087 2.2963 -1.0542
O -0.5820 2.2566 -0.8988
H -0.1716 3.1031 -1.1551
H -0.2997 1.5755 -1.5970
O 1.5719 -3.1665 -1.1703
H 2.2366 -3.9148 -1.1144
H 1.5107 -2.8139 -0.2329
O -2.8878 2.5920 0.4360
H -2.0941 2.4761 -0.0403
H -3.4861 3.0407 -0.1351
O 0.6737 0.7740 -2.7466
H 0.4283 0.7655 -3.6088
H 1.3367 -0.0602 -2.5851
O 2.5205 -0.9324 -2.3117
H 2.2075 -1.8602 -2.0099
H 2.8300 -0.5772 -1.4344
O 2.9809 -0.0126 0.1678
H 2.8182 -0.8337 0.6669
H 2.2637 0.6165 0.5159
O -0.4352 1.3305 3.2673
H -1.1640 1.9168 3.1226
H 0.1483 1.4265 2.4297
O 1.0946 1.6743 1.0785
H 1.6142 2.4701 1.0164
H 0.4537 1.7968 0.3594
*
```

---

3.
This record from OMol25 describes 10 unconnected molecules or ions with the total composition C4H28N2O11 at a distorted geometry. The level of theory is the ωB97M-V functional and the def2-TZVPD basis.

**LUMO**: 0.0115 hartree
**Frontier orbital gap**: 10.29 eV
**F_max**: 3.54 eV/A
**Highest occupied orbital energy**: -9.98 eV
**DFT total energy**: -1106.4098 a.u.
**Energy relative to the best compared isomer or geometry (same formula, charge and spin)**: 22.70 kcal/mol

Geometry as ORCA input:
```
! wB97M-V def2-TZVPD RIJCOSX def2/J DEFGRID3
* xyz 0 1
N 0.9593 0.5750 2.0576
C 0.9094 0.0673 0.6548
C 2.3240 0.0443 0.0432
O 3.0485 -0.7879 0.9186
C -0.0224 0.9324 -0.1917
N -1.4322 0.6078 0.0768
C -2.3514 0.5697 -0.9053
O -2.0868 0.9857 -2.0352
H 1.0668 1.6149 2.0325
H 1.7000 0.2007 2.6017
H 0.4869 -1.0005 0.7252
H 2.3320 -0.4248 -0.9667
H 2.7611 1.0286 -0.0135
H 4.0121 -0.8877 0.6411
H 0.1369 1.9828 -0.0539
H 0.1392 0.7708 -1.2670
H -1.6026 0.1787 1.0498
H -3.3846 0.1737 -0.7183
O -1.2918 -2.5303 -1.2941
H -1.6913 -3.3900 -1.5729
H -0.3399 -2.5182 -1.5368
O 1.3276 -2.6895 -1.7480
H 1.6027 -2.9282 -0.8156
H 1.6698 -3.4262 -2.2830
O -0.7078 -2.8951 1.3100
H -1.0412 -2.6988 0.4762
H -0.9405 -2.0801 1.8448
O -0.8464 4.1551 0.5367
H -1.4340 3.4366 0.7861
H -0.8363 4.0774 -0.4312
O -1.4125 -0.7005 2.6626
H -0.5643 -0.2007 2.8230
H -1.8195 -0.8383 3.5128
O 1.8735 -3.2025 0.7774
H 2.2674 -2.3784 0.9952
H 0.9639 -3.2068 1.0675
O -2.5261 -1.3327 -3.3647
H -2.4639 -0.3912 -3.2215
H -2.0457 -1.6936 -2.6517
O 1.5358 3.3770 1.4671
H 0.7274 3.7527 1.1269
H 1.8802 4.1126 1.9368
O -0.9801 3.4216 -2.0488
H -0.5078 3.5883 -2.8581
H -1.3954 2.5484 -2.1464
*
```

---

4.
This record from OMol25 describes a molecular structure, C4H28NO12 at a distorted geometry. The level of theory is the ωB97M-V functional and the def2-TZVPD basis.

**LUMO**: 0.1084 hartree
**Frontier orbital gap**: 8.94 eV
**F_max**: 3.88 eV/A
**Highest occupied orbital energy**: -5.99 eV
**DFT total energy**: -1126.8330 a.u.
**Energy relative to the best compared isomer or geometry (same formula, charge and spin)**: 99.06 kcal/mol

Geometry as ORCA input:
```
! wB97M-V def2-TZVPD RIJCOSX def2/J DEFGRID3
* xyz -1 1
C 1.8664 1.7676 0.1690
C 0.7018 2.5804 -0.5432
C 0.0213 3.3765 0.6027
O 0.3576 3.4171 1.7448
N 2.6124 0.9788 -0.7958
C 3.2744 -0.0336 -0.0986
O 2.2949 -1.1329 0.4259
H 1.3513 1.0836 0.9556
H 2.5027 2.4620 0.6942
H -0.1403 1.8308 -0.7441
H 0.7444 3.2001 -1.4302
H -0.9363 3.8827 0.4098
H 1.2299 -0.8249 -3.3840
H 3.7988 -0.7456 -0.7255
H 3.7617 0.2926 0.8002
H -1.3955 0.7558 -2.0150
H -2.9655 1.6348 -1.3385
O -2.2205 1.0739 -1.1916
H -3.0247 -2.1949 1.0622
H -2.5490 -0.7934 0.8963
O -3.3359 -1.3432 0.7427
H 1.4510 -0.0705 3.5001
H -1.8980 -0.4046 2.9515
O -1.9569 -1.3281 3.1343
H -2.7694 -0.6579 -1.9516
H -2.9469 -1.7285 -1.0954
O -2.9027 -1.5882 -2.0980
H -0.6886 0.7154 -3.7029
H 2.0383 0.7112 -1.6162
O -0.6067 0.3719 -2.8306
H 1.4487 -1.2212 -0.0272
H 2.2060 -1.7985 -2.5847
O 1.9386 -0.8949 -2.7356
H -1.6491 1.3884 0.3792
H -2.2870 1.4218 1.8850
O -1.5348 1.5822 1.3448
H -0.8621 -3.7487 -1.6751
H -1.0720 -2.3192 -1.7182
O -0.3381 -2.9329 -1.7311
H 0.6387 -2.7246 0.1763
H 1.8795 -1.0824 2.4508
O 1.9888 -0.8898 3.4122
H 0.6515 -2.1151 1.5524
H -1.4347 -1.7797 2.4513
O 0.0382 -2.4658 0.9202
*
```

---

5.
This record from OMol25 describes a molecular structure, C4H29N2O11S at a distorted geometry. The level of theory is the ωB97M-V functional and the def2-TZVPD basis.

**LUMO**: 0.1002 hartree
**Frontier orbital gap**: 7.47 eV
**F_max**: 2.24 eV/A
**Highest occupied orbital energy**: -4.74 eV
**DFT total energy**: -1505.2342 a.u.
**Energy relative to the best compared isomer or geometry (same formula, charge and spin)**: 14.53 kcal/mol

Geometry as ORCA input:
```
! wB97M-V def2-TZVPD RIJCOSX def2/J DEFGRID3
* xyz -1 1
C -0.9505 -0.1417 1.0647
N -0.8984 1.0972 0.2454
C -1.4794 2.2049 0.7862
O -2.3838 2.2183 1.5971
C 0.4514 -0.4754 1.5848
C 1.1146 0.7719 2.2301
S 2.4997 1.4373 1.2480
N 0.4062 -1.6628 2.4040
H -1.6334 0.1635 1.8517
H -1.4377 -0.9499 0.5338
H -0.0567 1.2564 -0.2859
H -1.2151 3.1299 0.2488
H 1.0046 -0.6300 0.6585
H 1.5086 0.5820 3.2257
H 0.3298 1.5243 2.2707
H 1.1877 -1.7619 3.0402
H -0.3798 -1.7109 3.0094
H 1.8769 -0.1865 -3.3566
H 0.8203 0.4553 -4.1450
O 1.7553 0.5701 -3.9327
H 3.8206 -0.5175 0.9241
H 3.1771 -1.7900 0.5065
O 3.9105 -1.4852 1.0427
H -2.1826 -1.0926 -2.1845
H -2.3692 0.1458 -1.3761
O -2.7789 -0.7161 -1.5232
H 1.2524 -2.6756 -0.5589
H -0.0318 -3.0686 0.1194
O 0.4407 -3.1718 -0.7261
H 0.4647 -0.5248 -1.6823
H -0.1897 -1.8681 -1.8956
O -0.2093 -0.9526 -2.2469
H -1.4362 -3.5298 2.3466
H -2.7247 -2.9520 1.5244
O -2.1274 -3.7022 1.7119
H -3.8795 -2.1139 0.1184
H -3.7755 -0.7207 0.7293
O -3.6486 -1.6521 0.9315
H -1.8179 3.5247 -1.7781
H -0.8484 2.5075 -2.4283
O -1.7067 2.9401 -2.5288
H 1.6220 3.1545 -1.0624
H 1.2944 2.3191 -2.2555
O 0.8666 2.8301 -1.5570
H 2.4062 0.7252 -0.4385
H 2.8126 0.1192 -1.7620
O 2.0592 -0.0392 -1.1741
*
```

---

6.
This record from OMol25 describes 9 unconnected molecules or ions with the total composition C4H29N2O9 at a distorted geometry. The level of theory is the ωB97M-V functional and the def2-TZVPD basis.

**LUMO**: -0.0867 hartree
**Frontier orbital gap**: 10.32 eV
**F_max**: 10.44 eV/A
**Highest occupied orbital energy**: -12.68 eV
**DFT total energy**: -956.1747 a.u.
**Energy relative to the best compared isomer or geometry (same formula, charge and spin)**: 61.97 kcal/mol

Geometry as ORCA input:
```
! wB97M-V def2-TZVPD RIJCOSX def2/J DEFGRID3
* xyz 1 1
N 0.6571 -0.5236 -1.1722
C -0.3243 0.1583 -0.2072
C -1.7507 0.2977 -0.6940
C -2.6148 0.4501 0.5502
O -2.7900 -0.8001 1.3448
C 0.2523 1.5415 0.3192
N 1.2886 1.2629 1.3567
H 1.5999 -0.0801 -1.0988
H 0.6622 -1.5942 -1.0099
H 0.4607 -0.4803 -2.2159
H -0.3107 -0.5948 0.5686
H -1.8385 1.0256 -1.4761
H -2.1582 -0.6317 -1.1698
H -2.0434 1.1679 1.2651
H -3.6696 0.8959 0.3174
H -2.8497 -0.5272 2.2851
H -0.4926 2.3869 0.5624
H 0.8727 2.1661 -0.3369
H 1.0320 0.4916 1.9202
H 1.3857 2.0399 2.1080
H 3.4758 2.2642 -0.2379
H 3.0442 0.8220 0.3104
O 3.4953 1.3147 -0.4652
H 2.6202 1.3927 -1.9581
H 2.9359 1.9864 -3.3998
O 2.2591 1.3779 -2.9099
H 0.7225 -0.0967 -4.6627
H 1.9559 -0.6793 -4.4000
O 1.0163 -0.7808 -4.0693
H -0.0271 2.0552 -3.2704
H -0.8045 3.3649 -3.0231
O -0.9362 2.3551 -2.8735
H -2.6227 -2.3849 0.9987
H -3.2278 -3.5897 0.4033
O -2.3657 -3.2965 0.6645
H -1.1728 -2.5142 3.9051
H 0.1278 -2.8908 3.2624
O -0.5199 -2.1456 3.3785
H 0.7019 1.6085 4.6929
H 0.5211 0.0032 4.4007
O 0.7727 0.7935 4.0811
H -0.6219 -3.1050 0.6538
H 0.9098 -3.5451 0.7969
O 0.3712 -2.9622 0.5046
*
```

---

> What is the DFT total energy in the sixth record?

-956.1747 a.u.